(1)
The following is a quantum chemistry calculation of 2 unconnected molecules or ions with the total composition C3H11N3O, from OMol25.

XYZ file:
```
18
Properties=species:S:1:pos:R:3:lowdin_charge:R:1
C -0.017 3.015 -0.406 -0.042
C -0.602 1.756 -1.065 -0.174
N 0.357 0.698 -0.900 0.175
C -0.021 -0.576 -0.476 -0.478
N 0.738 -1.084 0.531 0.188
N -1.039 -1.156 -0.963 0.265
H -0.425 3.157 0.601 0.090
H -0.302 3.975 -0.840 0.093
H 1.067 2.933 -0.318 0.080
H -1.489 1.498 -0.531 0.122
H -0.773 1.899 -2.124 0.145
H 1.242 0.802 -1.402 0.190
H 1.668 -0.751 0.757 0.128
H 0.411 -1.896 1.046 0.083
H -1.266 -2.099 -0.687 0.099
H -0.203 -4.469 2.822 0.068
H 0.582 -4.036 1.613 0.035
O 0.073 -3.666 2.342 -0.065
```

Output
Spin multiplicity: 2
Net charge: +1
Relative energy (zero: lowest compared OMol25 entry of this formula, charge and spin) in kJ/mol: 76.18
HOMO (spin up / spin down) in eV: -14.83 / -14.22
LUMO energy (spin up / spin down) in eV: -3.165 / -8.089

=====

(2)
The following is a quantum chemistry calculation of 2 unconnected molecules or ions with the total composition C3H11N3O, from OMol25.

XYZ file:
```
18
Properties=species:S:1:pos:R:3:lowdin_charge:R:1
C -1.921 0.424 1.264 -0.086
C -1.688 -0.630 0.221 -0.171
N -0.195 -0.746 -0.211 0.109
C 0.542 0.412 -0.517 -0.462
N 0.525 0.727 -1.901 0.234
N 1.146 1.171 0.393 0.243
H -2.755 1.075 0.976 0.081
H -1.864 0.367 2.365 0.096
H -1.054 1.161 0.943 0.081
H -2.367 -0.317 -0.686 0.154
H -1.960 -1.645 0.497 0.114
H 0.224 -1.335 0.433 0.095
H 0.295 -0.150 -2.445 0.148
H 0.058 1.522 -2.405 0.160
H 1.829 1.869 -0.132 0.157
H 3.453 -1.987 0.241 0.101
H 2.954 -0.664 0.822 -0.009
O 2.778 -1.255 0.142 -0.046
```

Output
Spin multiplicity: 2
Net charge: +1
Relative energy (zero: lowest compared OMol25 entry of this formula, charge and spin) in kJ/mol: 230.59
HOMO (spin up / spin down) in eV: -15.47 / -14.87
LUMO energy (spin up / spin down) in eV: -4.085 / -8.569

=====

(3)
The following is a quantum chemistry calculation of 3 unconnected molecules or ions with the total composition C3H11N3O2, from OMol25.

XYZ file:
```
19
Properties=species:S:1:pos:R:3:lowdin_charge:R:1
C -0.196 -2.626 -0.232 -0.020
N 0.042 -1.414 -0.020 -0.083
C 1.258 -0.999 0.622 -0.286
C 2.038 -0.076 -0.313 -0.086
H 0.445 -3.443 0.110 0.082
H -1.120 -2.899 -0.724 0.070
H 1.871 -1.859 0.929 0.106
H 0.964 -0.431 1.510 0.116
H 1.435 0.795 -0.560 0.040
H 2.956 0.241 0.174 0.072
H 2.317 -0.611 -1.219 0.074
N -1.733 0.610 -0.918 0.092
N -1.520 1.882 -0.992 -0.177
O -0.372 2.278 -0.713 -0.127
H -2.675 0.317 -1.124 0.109
H -1.022 -0.077 -0.591 0.062
O -1.833 2.645 1.631 -0.106
H -1.953 3.255 0.842 0.052
H -0.901 2.413 1.588 0.008
```

Output
Spin multiplicity: 1
Net charge: 0
Relative energy (zero: lowest compared OMol25 entry of this formula, charge and spin) in kJ/mol: 373.46
HOMO in eV: -9.02
LUMO energy in eV: 0.796

=====

(4)
The following is a quantum chemistry calculation of 2 unconnected molecules or ions with the total composition C3H11N4, from OMol25.

XYZ file:
```
18
Properties=species:S:1:pos:R:3:lowdin_charge:R:1
N -0.130 -0.611 2.250 0.086
C -0.354 0.741 2.190 -0.378
N -1.191 1.254 1.371 0.041
H 0.722 -0.906 2.658 0.078
H -0.559 -1.149 1.506 0.088
H 0.218 1.323 2.912 0.124
H -1.347 2.199 1.683 0.032
C 2.132 -0.705 -0.987 -0.019
N 0.904 0.014 -1.337 0.027
C -0.208 -0.596 -1.635 -0.167
N -1.365 -0.011 -1.839 0.197
H 2.401 -0.491 0.048 0.091
H 2.931 -0.362 -1.636 0.099
H 1.966 -1.776 -1.028 0.097
H 0.856 1.018 -1.161 0.169
H -0.178 -1.674 -1.662 0.162
H -1.491 0.971 -1.614 0.132
H -2.196 -0.585 -1.863 0.140
```

Output
Spin multiplicity: 1
Net charge: +1
Relative energy (zero: lowest compared OMol25 entry of this formula, charge and spin) in kJ/mol: 52.50
HOMO in eV: -12.91
LUMO energy in eV: -3.364

=====

Number 1: strongest force on any atom 3.2 eV/Å. Number 2: strongest force on any atom 4.4 eV/Å. Number 3: strongest force on any atom 1.9 eV/Å. Number 4: strongest force on any atom 1.3 eV/Å.